142
Properties=species:S:1:pos:R:3:mulliken_charge:R:1 method="wB97M-V/def2-TZVPD" total_charge=0 orbital_gap_ha=0.3529 max_force_ev_per_a=4.34 homo_ev=-9.153 smiles="COC(=O)OC.C1CCOC1.C1CCOC1.C1CCOC1.C1CCOC1.C1CCOC1.C1CCOC1.C1CCOC1.C1CCOC1.C1CCOC1.C1CCOC1"
O 11.487 7.477 19.153 -0.485
O 11.020 18.212 11.865 -0.481
O 7.338 11.841 9.126 -0.434
O 11.034 14.256 14.060 -0.380
O 9.990 12.307 13.333 0.645
O 14.012 13.233 9.916 -0.504
O 16.362 11.263 15.107 -0.479
O 10.544 12.425 15.379 0.917
O 7.997 12.672 18.721 -0.413
O 12.407 7.199 12.630 -0.545
O 12.150 17.442 16.912 -0.443
O 7.506 17.891 16.984 -0.470
O 7.527 9.158 12.308 -0.386
C 14.265 16.988 15.998 -0.554
C 6.129 11.215 8.764 -0.431
C 11.674 18.496 10.681 -0.557
C 7.614 8.501 13.602 -0.634
C 11.416 16.114 10.789 0.396
C 15.978 12.594 14.753 -0.575
C 12.821 17.218 15.628 0.747
C 7.945 10.200 7.725 -0.709
C 6.865 12.599 19.518 -0.701
C 8.885 17.410 17.083 -0.575
C 15.203 10.508 15.465 -0.608
C 6.551 10.208 12.476 -0.754
C 11.183 9.323 17.642 1.121
C 14.059 11.997 10.669 0.853
C 6.522 11.138 19.487 -0.523
C 11.238 17.279 9.856 -0.627
C 14.427 12.537 14.641 0.000
C 6.710 10.799 18.034 -0.599
C 11.326 9.247 12.997 1.857
C 11.412 7.239 11.566 -0.665
C 6.770 10.710 13.902 0.170
C 11.081 16.776 12.113 0.362
C 10.219 9.394 18.800 -0.074
C 13.261 13.086 8.713 -0.599
C 12.234 8.175 13.600 0.163
C 9.974 12.633 11.998 -0.108
C 10.974 13.022 16.580 -0.339
C 14.237 16.651 17.480 -0.502
C 10.862 8.538 19.856 -0.677
C 6.792 16.984 16.151 -0.648
C 7.670 11.911 17.623 0.356
C 7.192 9.507 14.695 0.439
C 6.542 9.979 8.011 -0.537
C 14.127 11.071 14.553 0.809
C 13.759 11.020 9.608 -0.528
C 12.761 16.746 17.976 -0.165
C 8.430 11.006 8.971 0.759
C 10.515 13.115 14.250 -0.790
C 9.107 16.465 15.950 1.115
C 12.641 11.713 8.916 0.323
C 11.964 8.008 17.928 -0.530
C 10.869 8.703 11.651 0.172
C 7.696 15.840 15.892 0.128
H 14.908 17.853 15.840 0.300
H 11.880 7.308 17.096 0.240
H 11.837 7.139 10.567 0.333
H 7.504 15.417 14.906 0.347
H 9.949 15.802 16.151 -0.649
H 10.193 8.038 20.557 0.345
H 11.929 17.127 9.026 0.366
H 10.707 9.283 16.662 -0.430
H 11.092 9.289 10.759 -0.076
H 13.893 13.085 7.825 0.363
H 14.615 10.785 8.976 0.334
H 12.390 15.624 10.814 0.060
H 9.838 10.366 19.116 0.293
H 8.019 9.714 15.375 -0.649
H 13.210 8.549 13.912 -0.053
H 11.652 9.012 20.439 0.292
H 11.431 14.000 16.432 -0.172
H 9.285 8.921 18.496 -0.013
H 16.416 12.923 13.811 0.300
H 10.112 13.141 17.236 0.058
H 8.118 10.830 6.852 0.328
H 10.440 9.565 13.546 -0.498
H 8.452 10.441 9.902 -0.521
H 15.320 9.448 15.239 0.401
H 7.493 15.045 16.610 -0.334
H 9.345 11.551 8.738 0.041
H 12.351 11.290 7.955 0.531
H 6.595 11.011 11.741 0.406
H 13.964 13.069 13.810 0.128
H 11.732 11.695 9.518 -0.568
H 11.762 7.771 14.495 0.154
H 16.323 13.358 15.450 0.301
H 9.582 18.242 16.989 0.293
H 8.962 16.850 18.015 0.311
H 6.593 17.497 15.210 0.314
H 8.551 7.944 13.593 0.234
H 5.535 9.842 12.327 0.263
H 8.563 11.464 17.187 -0.263
H 7.616 11.397 13.900 -0.445
H 14.785 17.356 18.105 0.309
H 11.844 10.176 17.490 -0.347
H 7.174 12.480 16.837 0.220
H 7.318 10.678 20.072 0.171
H 10.203 17.338 9.520 0.265
H 12.414 16.393 15.044 -0.860
H 9.396 17.004 15.048 -0.155
H 14.707 16.172 15.426 0.171
H 14.966 11.817 11.246 0.330
H 13.344 10.102 10.024 0.082
H 5.540 10.972 19.930 0.382
H 5.654 11.922 8.083 0.419
H 10.747 15.300 10.513 -0.219
H 5.927 16.561 16.662 0.309
H 12.649 17.199 18.961 0.374
H 5.801 10.992 17.465 0.417
H 8.491 9.277 7.532 0.338
H 6.940 9.774 17.742 0.270
H 13.251 12.057 11.398 -0.814
H 6.439 9.113 8.666 0.221
H 7.089 12.900 20.541 0.375
H 15.039 10.689 16.528 0.244
H 10.671 6.494 11.857 0.337
H 5.969 9.881 7.089 0.372
H 12.291 15.763 18.016 -0.047
H 12.528 13.837 8.419 0.284
H 11.796 10.215 12.823 -1.037
H 9.630 11.781 11.411 -0.669
H 11.339 19.483 10.364 0.325
H 14.590 15.632 17.643 0.229
H 11.766 16.507 12.917 -0.145
H 10.985 12.869 11.665 0.006
H 6.453 9.021 15.332 0.500
H 9.783 8.620 11.610 -0.179
H 14.138 10.686 13.533 -0.087
H 6.087 13.277 19.167 0.303
H 10.078 16.459 12.398 0.028
H 9.339 13.497 11.799 0.484
H 14.045 12.998 15.552 -0.035
H 13.128 10.843 14.923 -0.290
H 13.002 8.158 18.226 0.314
H 5.843 11.120 14.305 0.490
H 5.472 10.836 9.547 0.182
H 11.682 12.384 17.108 0.091
H 12.652 18.107 15.020 0.523
H 6.986 7.610 13.574 0.299
H 12.751 18.612 10.808 0.255